1.
DFT (ωB97M-V with the def2-TZVPD basis set) results for 2 unconnected molecules or ions with the total composition C2H5BrClN.

Cartesian coordinates (Å):
Br1 1.895 2.864 -1.217
Cl1 2.988 0.246 0.112
N1 1.569 1.099 -0.496
C1 -1.180 -1.088 1.112
C2 -1.442 -0.770 -0.154
H1 1.322 0.754 -1.427
H2 -0.259 -0.667 1.471
H3 -0.673 -0.129 -0.601
H4 -1.895 -1.456 1.901
H5 -2.325 -0.852 -0.700

For the energy above the lowest of the compared OMol25 structures with the same formula, charge and spin, the calculation gives 360.53 kJ/mol. As for the total energy: -86206.7129 eV. The net charge is 0. The value obtained for the frontier orbital gap is 9.36 eV. As for the spin multiplicity: 1.

---

2.
DFT (ωB97M-V with the def2-TZVPD basis set) results for 2 unconnected molecules or ions with the total composition C4H7N2P.

Cartesian coordinates (Å):
P1 -1.555 1.550 1.048
N1 0.343 -0.908 -0.075
N2 0.244 0.472 -0.309
C1 -2.951 0.568 0.851
C2 1.612 -1.317 -0.482
C3 1.343 0.826 -0.928
C4 2.183 -0.258 -1.146
H1 -0.124 -1.446 0.627
H2 -3.657 0.807 0.094
H3 3.168 -0.184 -1.689
H4 1.993 -2.351 -0.298
H5 -3.061 -0.331 1.288
H6 1.360 1.923 -1.161
H7 -0.898 0.648 2.180

For the energy above the lowest of the compared OMol25 structures with the same formula, charge and spin, the calculation gives 240.06 kJ/mol. As for the total energy: -16527.3217 eV. The net charge is 0. The value obtained for the frontier orbital gap is 9.09 eV. As for the spin multiplicity: 1.

---

3.
DFT (ωB97M-V with the def2-TZVPD basis set) results for a molecular structure, C20H21Cl5CuN6O2PS.

Cartesian coordinates (Å):
Cu1 -1.737 -0.220 1.639
Cl1 1.183 -1.127 3.361
Cl2 -1.849 -2.825 7.506
Cl3 0.944 -2.451 6.183
Cl4 -4.148 -0.627 3.111
Cl5 -4.429 -1.910 5.990
S1 0.450 3.524 2.795
P1 1.076 -1.105 -0.148
O1 -0.060 3.068 -1.593
O2 -1.529 0.445 -4.614
N1 3.051 0.875 -0.421
N2 2.549 -0.406 -2.428
N3 3.816 -1.426 -0.619
N4 -1.285 2.397 -3.513
N5 -2.591 -0.254 -0.204
N6 -0.787 1.412 1.475
C1 -3.612 -0.278 -2.770
C2 -0.284 2.294 2.088
C3 -2.005 0.454 -1.177
C4 -1.520 -0.970 3.403
C5 -1.726 -2.116 5.952
C6 4.144 -0.148 -0.090
C7 -0.394 -1.366 4.090
C8 -2.738 -1.148 4.021
C9 2.838 0.896 -1.941
C10 -2.475 0.464 -2.475
C11 1.767 0.559 0.297
C12 2.666 -2.050 0.057
C13 -1.713 1.101 -3.611
C14 -2.881 -1.711 5.280
C15 -3.692 -0.959 -0.490
C16 1.228 -0.892 -1.993
C17 -0.473 -1.945 5.355
C18 -1.263 3.228 -2.346
C19 3.620 -1.335 -2.066
C20 -4.239 -0.984 -1.761
H1 -3.983 -0.309 -3.787
H2 2.017 1.588 -2.126
H3 1.961 0.603 1.369
H4 4.233 -0.166 0.995
H5 4.550 -0.997 -2.523
H6 5.060 0.236 -0.536
H7 -2.099 2.960 -1.708
H8 -4.140 -1.510 0.327
H9 0.460 -0.212 -2.364
H10 1.041 -1.856 -2.469
H11 -1.138 1.028 -0.872
H12 0.445 3.886 -1.627
H13 -0.766 2.702 -4.324
H14 3.366 1.800 -0.126
H15 1.045 1.338 0.065
H16 -1.385 4.266 -2.646
H17 -5.132 -1.562 -1.950
H18 3.380 -2.323 -2.454
H19 3.765 1.278 -2.366
H20 2.529 -3.057 -0.340
H21 2.885 -2.159 1.121

For the energy above the lowest of the compared OMol25 structures with the same formula, charge and spin, the calculation gives 0.00 kJ/mol. As for the total energy: -161486.1621 eV. The net charge is +1. The value obtained for the frontier orbital gap (alpha / beta) is 8.14 / 6.56 eV. As for the spin multiplicity: 2. Its expectation value of S² is 0.755.

---

> Which of these has the lowest energy above the lowest of the compared OMol25 structures with the same formula, charge and spin?

C20H21Cl5CuN6O2PS

---

> What is the net charge in the second record?

0

---

> Number 2 is which compound?

C4H7N2P

---

> Which value of energy above the lowest of the compared OMol25 structures with the same formula, charge and spin does entry 1 give?

360.53 kJ/mol